Record 1
# C44H55N6O4P2Ti

A structure of composition C44H55N6O4P2Ti (wB97M-V/def2-TZVPD, OMol25).

Structure (ORCA input):
```
! RIJCOSX wB97M-V def2-TZVPD def2/J DEFGRID3
* xyz 1 1
Ti 0.191 0.482 0.282
C 2.499 5.136 1.831
C 2.032 4.052 0.862
C 3.159 3.050 0.644
P 0.471 3.054 1.238
C -0.818 4.464 1.222
C -2.158 3.953 0.695
C -1.065 5.208 2.533
C 0.562 2.487 2.976
C 0.804 3.325 4.061
C 0.797 2.857 5.361
C 0.561 1.511 5.596
C 0.349 0.650 4.544
C 0.332 1.106 3.213
N 0.176 0.240 2.165
C 0.287 -1.145 2.415
C -0.738 -1.919 2.939
C -0.569 -3.293 3.038
C 0.606 -3.889 2.607
C 1.638 -3.119 2.084
C 1.495 -1.743 2.001
P 2.582 -0.501 1.156
C 3.673 -0.024 2.630
C 3.823 -1.109 3.690
C 5.035 0.541 2.225
C 3.588 -1.503 -0.091
C 3.955 -0.532 -1.218
C 4.835 -2.264 0.351
H 3.316 5.691 1.370
H 2.876 4.703 2.756
H 1.713 5.848 2.064
H 1.795 4.527 -0.103
H 3.386 2.569 1.592
H 4.057 3.553 0.290
H 2.871 2.288 -0.089
H -0.414 5.172 0.486
H -2.573 3.208 1.373
H -2.043 3.501 -0.286
H -2.871 4.771 0.608
H -1.312 4.524 3.340
H -1.911 5.882 2.403
H -0.217 5.814 2.831
H 1.015 4.366 3.897
H 0.974 3.531 6.184
H 0.546 1.133 6.605
H 0.204 -0.402 4.738
H -1.670 -1.448 3.231
H -1.372 -3.903 3.424
H 0.713 -4.964 2.661
H 2.534 -3.605 1.724
H 3.072 0.781 3.084
H 4.378 -1.963 3.313
H 2.853 -1.448 4.047
H 4.368 -0.708 4.541
H 5.786 -0.242 2.211
H 5.360 1.286 2.946
H 5.007 1.008 1.244
H 2.866 -2.231 -0.480
H 4.686 0.194 -0.864
H 3.075 0.011 -1.576
H 4.394 -1.065 -2.059
H 5.663 -1.592 0.549
H 5.143 -2.925 -0.459
H 4.659 -2.872 1.232
C -6.332 -1.881 -3.522
O -5.899 -1.840 -4.863
C -4.628 -2.215 -5.127
C -3.776 -2.799 -4.189
C -2.457 -3.042 -4.500
C -1.956 -2.737 -5.772
C -2.848 -2.264 -6.746
C -4.154 -1.990 -6.428
N -0.649 -2.937 -6.182
N 0.326 -2.873 -5.442
C 0.368 -2.461 -4.123
C 0.609 -3.384 -3.116
C 0.617 -3.011 -1.778
C 0.511 -1.675 -1.420
O 0.519 -1.220 -0.191
C 0.464 -0.693 -2.441
N 0.576 0.595 -2.023
C 0.447 1.543 -2.928
C 0.181 1.274 -4.278
C 0.119 -0.028 -4.718
C 0.309 -1.073 -3.799
H -7.307 -1.395 -3.499
H -5.632 -1.333 -2.880
H -6.422 -2.911 -3.161
H -4.128 -3.071 -3.205
H -1.831 -3.517 -3.761
H -2.474 -2.071 -7.737
H -4.834 -1.590 -7.162
H 0.706 -4.425 -3.382
H 0.678 -3.752 -0.998
H 0.552 2.563 -2.574
H 0.048 2.092 -4.968
H -0.064 -0.250 -5.759
C -4.724 -1.636 0.861
C -3.321 -1.357 0.433
N -2.352 -2.189 0.415
O -2.628 -3.473 0.844
C -2.969 -0.021 -0.048
C -3.988 0.892 -0.657
N -1.734 0.299 0.049
O -1.239 1.439 -0.394
H -4.769 -2.611 1.335
H -5.397 -1.632 0.005
H -5.061 -0.875 1.561
H -1.770 -3.922 0.827
H -4.525 1.454 0.107
H -4.711 0.327 -1.237
H -3.480 1.607 -1.302
*
```

For the LUMO energy, the calculation gives -2.944 eV. The value obtained for the highest occupied orbital energy is -9.707 eV.

Record 2
# C44H56AuN3P2SSi2

A structure of composition C44H56AuN3P2SSi2 (wB97M-V/def2-TZVPD, OMol25).

Structure (ORCA input):
```
! RIJCOSX wB97M-V def2-TZVPD def2/J DEFGRID3
* xyz -1 2
Au 0.502 -1.028 0.432
C 4.153 -2.416 -1.589
Si 4.356 -1.480 0.064
C 4.577 -2.716 1.503
C 5.955 -0.435 -0.056
N 2.946 -0.541 0.394
P 2.566 0.990 0.128
C 0.929 0.831 -0.428
P -0.518 1.628 0.072
N -1.682 0.554 -0.063
Si -3.379 0.812 -0.116
C -4.104 -0.587 -1.194
C -4.165 0.790 1.633
C -4.072 2.389 -0.965
C -0.700 2.912 -1.206
C -1.024 2.328 -2.429
C -1.220 3.104 -3.551
C -1.075 4.481 -3.461
C -0.726 5.067 -2.254
C -0.528 4.288 -1.125
C -0.677 2.532 1.647
C -1.627 3.539 1.806
C -1.806 4.132 3.039
C -1.048 3.721 4.126
C -0.123 2.698 3.979
C 0.051 2.097 2.747
C 3.139 1.939 1.576
C 3.356 3.319 1.568
C 3.847 3.938 2.701
C 4.070 3.208 3.860
C 3.804 1.844 3.886
C 3.351 1.211 2.748
C 3.518 1.709 -1.239
C 3.093 1.356 -2.518
C 3.867 1.664 -3.617
C 5.073 2.329 -3.451
C 5.504 2.678 -2.178
C 4.737 2.359 -1.075
H 4.959 -3.126 -1.755
H 4.132 -1.726 -2.428
H 3.219 -2.969 -1.590
H 5.055 -3.625 1.151
H 3.615 -2.986 1.924
H 5.192 -2.308 2.302
H 6.844 -1.059 -0.072
H 6.040 0.244 0.788
H 5.953 0.162 -0.961
H -3.721 -1.561 -0.926
H -3.864 -0.431 -2.241
H -5.186 -0.621 -1.107
H -3.419 0.551 2.385
H -4.956 0.052 1.701
H -4.586 1.757 1.895
H -3.838 2.389 -2.027
H -3.670 3.300 -0.535
H -5.153 2.419 -0.857
H -1.149 1.252 -2.442
H -1.497 2.647 -4.491
H -1.240 5.100 -4.333
H -0.616 6.144 -2.192
H -0.256 4.756 -0.187
H -2.222 3.845 0.958
H -2.543 4.915 3.161
H -1.191 4.190 5.089
H 0.459 2.373 4.829
H 0.762 1.290 2.616
H 3.157 3.891 0.669
H 4.061 4.999 2.691
H 4.436 3.703 4.748
H 3.956 1.282 4.798
H 3.164 0.145 2.721
H 2.146 0.840 -2.613
H 3.542 1.385 -4.610
H 5.684 2.568 -4.310
H 6.451 3.185 -2.047
H 5.091 2.598 -0.082
C -1.257 -2.150 -3.968
C -1.923 -2.949 -2.889
C -2.977 -3.808 -3.167
C -3.586 -4.515 -2.140
C -4.736 -5.445 -2.419
C -3.149 -4.344 -0.837
C -2.097 -3.476 -0.520
C -1.488 -2.806 -1.587
N -1.624 -3.273 0.767
C -2.449 -3.458 1.977
C -3.866 -2.918 1.761
C -2.425 -4.932 2.404
C -1.840 -2.631 3.117
H -1.619 -2.438 -4.953
H -0.178 -2.289 -3.928
H -1.458 -1.090 -3.814
H -3.318 -3.931 -4.185
H -4.693 -5.822 -3.438
H -5.683 -4.916 -2.294
H -4.731 -6.291 -1.733
H -3.621 -4.935 -0.069
H -0.680 -2.117 -1.375
H -4.469 -3.528 1.098
H -3.798 -1.919 1.339
H -4.383 -2.855 2.716
H -2.918 -5.572 1.680
H -2.911 -5.058 3.369
H -1.387 -5.246 2.485
H -1.806 -1.579 2.840
H -0.832 -2.964 3.347
H -2.454 -2.748 4.008
S 0.918 -3.912 1.465
C -0.302 -2.895 0.936
*
```

As for the expectation value of S²: 0.757. For the LUMO energy (spin up / spin down), the calculation gives 2.490 / 1.508 eV. The value obtained for the highest occupied orbital energy (spin up / spin down) is -3.921 / -3.760 eV.

Values for energy relative to the best compared isomer or geometry (same formula, charge and spin), kcal/mol, ordered as above
44.4, 23.8
Values for calculated total energy, eV, ordered as above
-105337.3115, -99870.7935